Formula: C5H6O
Source: the Open Molecules 2025 dataset
Level of theory: the ωB97M-V functional and the def2-TZVPD basis

Results
LUMO	0.3	eV
frontier orbital gap	0.393	Ha
energy relative to the best compared isomer or geometry (same formula, charge and spin)	189.7	kJ/mol

```
12
Properties=species:S:1:pos:R:3:forces:R:3
H -1.842 -1.177 -0.065 0.01 0.06 -0.06
H -1.770 0.032 -1.349 -0.34 0.06 0.16
H -0.447 1.503 0.413 0.02 -0.10 -0.11
H 3.240 -0.559 1.698 0.17 0.07 -0.15
O 0.505 0.076 -1.977 0.17 0.10 0.53
H -0.099 -0.030 1.182 -0.21 0.08 -0.13
H -2.598 0.392 0.217 0.12 -0.03 -0.19
C 1.949 -0.022 -0.092 0.31 -0.21 0.69
C 2.647 -0.293 0.854 -0.03 0.05 -0.41
C -1.753 -0.106 -0.265 -0.11 -0.07 -0.01
C 0.679 0.163 -0.784 -0.06 -0.04 -0.31
C -0.421 0.418 0.239 -0.06 0.04 -0.02
```
Positions in Å, forces in eV/Å.

Results of the Löwdin charge analysis, in e, for atoms 1 through 5: 0.079 0.072 0.129 0.040 0.098

***

Formula: C5H6O
Source: the Open Molecules 2025 dataset
Level of theory: the ωB97M-V functional and the def2-TZVPD basis

Results
LUMO	0.8	eV
frontier orbital gap	0.354	Ha
energy relative to the best compared isomer or geometry (same formula, charge and spin)	349.1	kJ/mol

```
12
Properties=species:S:1:pos:R:3:forces:R:3
C 0.032 -1.709 1.364 0.14 -0.26 -0.09
H 1.311 1.439 -1.396 0.87 3.29 -0.74
H -0.028 3.014 -2.000 0.87 -0.67 0.32
H -1.566 -0.393 0.942 0.08 -0.12 0.20
H -0.267 -1.909 2.414 0.08 -0.08 -0.04
C -0.130 1.046 -1.090 -0.95 -0.59 0.33
C -0.474 -0.402 0.822 -0.08 -0.12 0.14
H 0.223 -0.993 -1.225 -0.49 -0.10 0.01
C -0.113 -0.167 -0.605 -0.46 -0.15 -0.05
C 0.416 2.171 -1.441 0.28 -1.41 -0.31
O 0.698 -2.503 0.745 -0.29 0.35 0.27
H -0.102 0.406 1.470 -0.05 -0.13 -0.04
```
Positions in Å, forces in eV/Å.

Results of the Löwdin charge analysis, in e, for atoms 1 through 5: -0.267 0.118 0.071 0.122 0.120

***

Formula: C5H6O
Source: the Open Molecules 2025 dataset
Level of theory: the ωB97M-V functional and the def2-TZVPD basis

Results
LUMO	0.9	eV
frontier orbital gap	0.381	Ha
energy relative to the best compared isomer or geometry (same formula, charge and spin)	296.7	kJ/mol

```
12
Properties=species:S:1:pos:R:3:forces:R:3
H -0.875 1.891 0.203 1.67 -1.77 1.24
C 0.905 0.577 -0.250 2.39 2.12 -1.14
C -1.243 -0.171 0.173 0.82 2.72 1.60
H -0.094 0.884 1.759 -0.58 0.24 -2.69
O 0.725 -1.606 0.635 2.66 1.10 -1.28
C -2.129 -0.836 -0.226 -3.27 -3.21 -0.86
H 2.001 -1.194 -1.004 -0.23 0.09 1.60
H 1.833 1.176 0.033 -1.03 -0.31 -0.32
C -0.308 0.914 0.585 -1.49 0.16 0.42
H 0.748 0.828 -1.382 0.19 -0.62 1.96
C 1.345 -0.845 -0.118 -2.45 -1.92 -0.56
H -2.908 -1.618 -0.408 1.32 1.41 0.05
```
Positions in Å, forces in eV/Å.

Results of the Löwdin charge analysis, in e, for atoms 1 through 5: 0.156 -0.236 -0.229 0.163 0.019

***

Formula: C5H6O
Source: the Open Molecules 2025 dataset
Level of theory: the ωB97M-V functional and the def2-TZVPD basis

Results
LUMO	0.9	eV
frontier orbital gap	0.383	Ha
energy relative to the best compared isomer or geometry (same formula, charge and spin)	169.5	kJ/mol

```
12
Properties=species:S:1:pos:R:3:forces:R:3
C -0.437 -0.087 1.067 -0.26 -0.14 0.21
C 1.194 -0.576 -0.504 -0.14 -0.02 -0.04
C -1.210 1.092 0.513 -0.08 0.05 -0.01
O -0.962 -0.974 1.697 0.21 0.44 -0.06
H 0.877 -2.120 -1.850 0.11 0.11 -0.05
C 1.038 -0.142 0.715 0.06 -0.17 -0.25
H -2.171 0.756 0.115 0.10 0.02 0.12
H 1.818 0.090 1.434 -0.13 -0.11 -0.14
H -0.648 1.626 -0.256 -0.10 -0.11 0.13
C 0.998 -1.050 -1.705 0.08 0.05 0.11
H 0.913 -0.395 -2.566 0.15 -0.08 0.06
H -1.410 1.782 1.340 0.01 -0.06 -0.07
```
Positions in Å, forces in eV/Å.

Results of the Löwdin charge analysis, in e, for atoms 1 through 5: -0.451 -0.110 -0.015 0.090 0.068

***

Formula: C5H6O
Source: the Open Molecules 2025 dataset
Level of theory: the ωB97M-V functional and the def2-TZVPD basis

Results
LUMO	0.8	eV
frontier orbital gap	0.336	Ha
energy relative to the best compared isomer or geometry (same formula, charge and spin)	309.7	kJ/mol

```
12
Properties=species:S:1:pos:R:3:forces:R:3
C -0.675 -0.265 0.428 0.63 -0.06 -0.04
H 0.773 0.492 -1.739 0.04 0.10 0.15
H -0.398 1.854 0.187 -0.03 0.06 -0.07
C 1.227 0.713 -0.767 0.09 0.11 -0.08
C -0.510 -1.610 0.647 0.16 -0.30 -0.40
C 0.162 0.930 0.315 -0.01 0.31 0.01
H 1.831 1.617 -0.865 0.01 -0.09 -0.06
H 0.659 0.955 1.295 -0.01 0.28 -0.12
H 1.891 -0.121 -0.513 -0.21 0.16 0.01
H -2.472 -1.666 1.011 -2.08 0.46 -0.09
O 0.095 -2.642 0.857 0.03 0.09 -0.03
C -1.816 -0.962 0.583 1.41 -1.12 0.70
```
Positions in Å, forces in eV/Å.

Results of the Löwdin charge analysis, in e, for atoms 1 through 5: -0.144 0.081 0.112 -0.086 -0.410

***

Formula: C5H6O
Source: the Open Molecules 2025 dataset
Level of theory: the ωB97M-V functional and the def2-TZVPD basis

Results
LUMO	1.1	eV
frontier orbital gap	0.357	Ha
energy relative to the best compared isomer or geometry (same formula, charge and spin)	29.9	kJ/mol

```
12
Properties=species:S:1:pos:R:3:forces:R:3
H -0.329 0.085 -2.075 -0.09 0.01 0.17
H 1.760 -1.240 -0.916 -0.07 0.04 0.14
O -1.617 0.933 0.810 0.01 0.04 -0.05
H -2.510 1.376 -0.999 0.13 -0.13 0.03
H 1.546 -1.704 0.775 -0.01 0.12 -0.09
C 1.540 -0.855 0.084 0.07 -0.05 0.00
C 0.221 -0.137 0.102 -0.06 0.08 0.14
C -0.571 0.251 -1.033 -0.01 0.09 -0.02
H -0.279 0.285 2.245 -0.02 -0.07 -0.15
H 2.369 -0.195 0.366 -0.15 -0.06 -0.04
C -1.659 0.893 -0.542 -0.01 0.02 -0.18
C -0.471 0.308 1.182 0.22 -0.09 0.05
```
Positions in Å, forces in eV/Å.

Results of the Löwdin charge analysis, in e, for atoms 1 through 5: 0.109 0.074 -0.006 0.120 0.077